No. 1
Density functional theory data (ωB97M-V/def2-TZVPD) for one molecule with the formula C15H22FNO3S.

Calculated values
ΔE to the lowest compared entry with this formula, charge and spin (kJ/mol): 0.0
Orbital gap (eV): 9.630
SMILES: CCOc1cc(S(=O)(=O)NC2CCCCCC2)ccc1F
E (eV): -37096.9885
LUMO (eV): 0.64

Cartesian coordinates (Å):
S  1.1106  1.9810  -1.2751
F  -3.9920  2.5756  1.5344
O  1.3235  3.0687  -2.1815
O  -1.7878  2.2782  2.9949
O  2.1299  1.7003  -0.2997
N  0.7495  0.6534  -2.2114
C  -0.4502  2.1491  0.9606
C  -0.4471  2.1802  -0.4203
C  2.1545  -2.3891  -0.3860
C  1.8223  -3.7771  -0.9408
C  -2.8162  2.4477  0.8919
C  0.7063  -0.6288  -1.5261
C  -1.6487  2.2878  1.6573
C  -0.4993  -2.9015  -1.6414
C  -2.8036  2.4788  -0.4873
C  -1.5978  2.3448  -1.1595
C  -0.3347  -1.5017  -2.2308
C  2.0991  -1.2556  -1.4111
C  0.6806  -3.8215  -1.9600
C  -1.0802  2.2258  5.2551
C  -0.6291  2.1599  3.8051
H  -0.0597  -1.5883  -3.2847
H  0.3497  -0.3918  -0.5165
H  -0.2202  2.1406  5.9126
H  1.5744  -4.4249  -0.0968
H  -0.1273  1.2048  3.6015
H  -0.6499  -2.8399  -0.5633
H  2.7123  -4.1962  -1.4158
H  -3.7345  2.6091  -1.0157
H  -1.2889  -0.9723  -2.1853
H  -1.7739  1.4168  5.4657
H  -1.5391  2.3690  -2.2341
H  2.4346  -1.6065  -2.3887
H  -1.5835  3.1696  5.4443
H  3.1582  -2.4335  0.0409
H  1.4747  -2.1457  0.4325
H  0.4960  2.0173  1.4591
H  -1.4045  -3.3342  -2.0734
H  1.2658  0.6469  -3.0775
H  1.0615  -3.5644  -2.9500
H  2.7700  -0.4570  -1.0878
H  0.0671  2.9783  3.5814
H  0.3277  -4.8537  -2.0165

Atomic forces in eV per Å
-0.2 -0.2 -0.4
0.2 0.0 -0.1
-0.2 0.0 -0.2
-0.3 0.0 0.0
-0.3 -0.1 0.2
0.1 0.8 0.3
0.0 0.0 0.4
0.5 -0.1 -0.3
0.1 -0.1 -0.2
0.0 0.1 0.0
0.0 0.0 0.2
-0.1 -0.4 0.0
-0.1 0.0 -0.4
0.1 0.0 -0.4
0.1 0.0 0.2
-0.1 0.0 0.0
0.0 0.1 0.4
-0.1 0.1 0.4
0.0 -0.1 0.2
0.0 0.0 -0.5
0.3 0.0 0.3
0.0 0.0 -0.1
0.0 -0.2 0.0
0.1 0.0 0.1
0.0 -0.1 0.0
0.0 0.1 0.0
-0.1 0.0 0.1
0.0 -0.1 0.1
-0.1 0.0 0.0
0.0 0.1 -0.1
0.0 -0.1 0.1
-0.1 0.0 -0.2
0.0 0.0 -0.2
0.0 0.1 0.1
0.0 0.0 0.1
0.0 0.0 0.1
0.0 0.0 0.2
0.0 0.0 0.1
0.2 0.2 -0.2
0.0 0.0 -0.1
0.0 -0.1 -0.1
-0.1 -0.1 0.0
0.0 0.0 -0.1


No. 2
Density functional theory data (ωB97M-V/def2-TZVPD) for C9H9MoN2O6S5Sb as an isolated structure at a distorted geometry.

Calculated values
ΔE to the lowest compared entry with this formula, charge and spin (kJ/mol): 73.3
2S+1: 4
Orbital gap (spin up / spin down) (eV): 7.039 / 5.004
E (eV): -87318.4331
Charge: -1
LUMO (spin up / spin down) (eV): 2.14 / -0.18

Cartesian coordinates (Å):
Sb  2.8640  1.3806  -2.4701
Mo  0.2330  -0.2844  -0.7898
S  2.4987  0.4554  -0.2004
S  -0.2636  1.8833  0.4908
S  -0.9177  4.6800  0.1223
S  4.1971  -0.3222  -3.2793
S  0.5802  0.5390  -2.9803
O  -0.0714  -2.3222  -1.5196
O  0.4558  3.2168  -1.5855
O  -3.5972  -1.0421  0.5643
O  -3.8635  -1.6023  3.0804
O  -2.5911  -1.7885  4.8799
O  -1.8843  -0.3907  -0.6996
N  -0.1208  -0.9280  1.1263
N  0.5997  -1.0397  2.2476
C  -1.4048  -1.0984  1.4589
C  -0.1978  -1.2565  3.3138
C  2.2757  -2.8676  -1.6445
C  -2.3942  -0.8424  0.3656
C  1.0988  -2.0182  -1.3433
C  -2.7005  -1.5849  3.6924
C  0.3261  4.3002  -2.4899
C  -1.5004  -1.3219  2.8549
C  -0.1964  3.3032  -0.4329
H  0.7980  3.9753  -3.4191
H  3.0382  -2.7324  -0.8804
H  1.9974  -3.9174  -1.7467
H  0.1780  -1.3320  4.3124
H  1.5918  -0.8317  2.2212
H  0.8278  5.1865  -2.0919
H  -3.8259  -1.4099  2.0823
H  -0.7327  4.5234  -2.6511
H  2.7020  -2.5101  -2.5885

Atomic forces in eV per Å
-0.3 -0.3 -0.7
-0.1 1.0 -1.7
-0.1 -0.1 0.5
0.6 -0.8 0.3
-0.1 0.1 0.0
-0.1 0.3 0.3
0.2 0.0 -0.4
-0.2 0.3 0.1
-0.1 -0.1 0.2
0.1 -0.1 0.2
-0.2 0.0 -0.2
0.1 0.0 0.0
0.3 0.0 -0.3
-0.8 -0.7 1.7
-0.3 0.1 0.2
0.7 0.0 0.7
-0.2 0.0 -0.4
-0.1 0.0 0.1
-0.6 -0.1 0.1
1.0 -0.6 -0.4
0.0 -0.1 0.2
0.1 0.3 -0.3
0.1 0.0 -0.5
0.0 0.7 -0.2
0.0 0.0 0.1
0.1 0.0 -0.1
-0.1 0.0 0.1
0.1 -0.1 0.2
-0.2 0.0 -0.1
-0.1 -0.1 -0.1
0.2 0.0 0.2
0.2 0.0 0.0
0.0 0.2 0.1


No. 3
Density functional theory data (ωB97M-V/def2-TZVPD) for C55H46N6S2SiTl as an isolated structure at a distorted geometry.

Calculated values
ΔE to the lowest compared entry with this formula, charge and spin (kJ/mol): 167.9
Orbital gap (eV): 5.645
E (eV): -100966.0147
Charge: -1
LUMO (eV): 2.24

Cartesian coordinates (Å):
Tl  -0.5893  0.0037  -0.9158
S  0.3424  2.6066  -1.2153
S  -1.9170  1.0899  -2.9970
Si  -2.0663  -1.5390  0.7678
N  -1.3043  1.9530  1.4657
N  1.5069  -0.1816  -2.1849
N  -0.9293  -1.8836  -2.6636
N  1.6518  -2.2473  0.2202
N  2.7619  -2.5291  -10.7581
N  1.1342  0.3988  1.4526
C  -1.7042  -5.6986  0.2349
C  -3.8708  -1.5655  0.1660
C  -2.7057  -2.4083  4.8276
C  2.7644  0.7519  3.6933
C  2.5740  -2.8593  -7.2873
C  -0.0724  3.6748  2.5483
C  -1.1062  4.9095  -1.6022
C  -4.8569  -2.1676  0.9570
C  -3.5505  2.2403  0.6344
C  2.8760  0.0792  -4.0077
C  0.2221  -4.9433  1.4476
C  3.9050  -1.4476  0.2103
C  3.4080  0.7971  -2.9683
C  2.5176  0.6093  -1.8825
C  2.4472  -2.3206  -9.6722
C  -2.0855  -3.3883  -3.9271
C  -1.0341  -2.9510  -4.6950
C  -0.3126  -2.0161  -3.8945
C  2.2095  -0.3699  1.6565
C  4.2435  -2.3665  -0.7692
C  2.1920  -2.6203  -5.9795
C  -2.4434  -0.1079  3.3328
C  1.6805  -0.5332  -3.5196
C  2.0564  -2.0673  -8.3111
C  3.0474  -0.2233  2.7612
C  0.8587  -1.3642  -4.2715
C  -2.4214  -2.4802  3.4704
C  0.8987  1.3895  2.3276
C  -2.2819  -1.3309  2.6771
C  1.9851  -3.1656  -0.6814
C  0.7855  -0.8114  -6.7054
C  -0.5103  -5.9794  0.8802
C  0.9504  -4.1672  -1.0962
C  1.2936  -1.6012  -5.6800
C  -6.1794  -2.2264  0.5431
C  1.1634  -1.0392  -8.0172
C  -1.1142  4.5613  2.3453
C  2.5883  -1.4133  0.6563
C  -5.5937  -1.0586  -1.4676
C  -2.3203  2.7972  1.2784
C  -3.2310  3.5191  -3.0974
C  -2.2593  4.1177  1.7131
C  1.6828  1.5743  3.4670
C  -4.2694  -1.0096  -1.0507
C  -0.2106  2.3664  2.0939
C  -6.5517  -1.6705  -0.6743
C  -0.2384  -3.6405  1.3571
C  -1.9942  2.7918  -2.6009
C  -1.9697  -2.6952  -2.6950
C  -2.1654  -4.3885  0.1609
C  -2.8553  -1.1778  5.4482
C  -1.4423  -3.3331  0.7140
C  -2.7226  -0.0256  4.6906
C  -1.0427  3.4247  -1.8815
C  3.2712  -3.2358  -1.2189
H  -1.8288  5.4188  -2.2391
H  -3.6951  4.1278  -2.3167
H  -3.2912  1.7238  -0.2896
H  3.8854  -0.8928  2.8914
H  -0.1260  5.3572  -1.7760
H  -2.2830  -6.4998  -0.2084
H  1.1577  -5.1515  1.9529
H  -4.0265  1.5123  1.2969
H  -1.0262  5.5905  2.6704
H  1.4199  2.3371  4.1845
H  -0.0422  -3.8536  -0.7831
H  2.6081  1.0423  -0.8970
H  5.2435  -2.3876  -1.1835
H  -2.8382  0.9470  5.1541
H  4.2960  1.4082  -2.9682
H  -3.0784  -1.1190  6.5066
H  -2.6353  -2.7816  -1.8541
H  -2.8073  -3.3223  5.4007
H  -1.3635  5.1063  -0.5579
H  0.0905  -0.0182  -6.4613
H  -4.5894  -2.5956  1.9159
H  0.9552  -4.2996  -2.1775
H  -2.8518  -4.1003  -4.1901
H  -2.3464  0.8068  2.7718
H  -0.7864  -3.2487  -5.7020
H  0.7697  -0.4278  -8.8180
H  -2.3120  -3.4593  3.0271
H  -2.9949  4.1819  -3.9357
H  4.6257  -0.7264  0.5687
H  2.5897  -3.2246  -5.1745
H  3.4864  -3.9702  -1.9843
H  -3.5500  -0.5099  -1.6901
H  -7.5844  -1.7124  -0.9991
H  1.1718  -5.1325  -0.6341
H  -3.9665  2.7963  -3.4466
H  -4.2692  3.0268  0.4062
H  -5.8681  -0.6123  -2.4156
H  -6.9219  -2.7002  1.1742
H  -3.0971  4.7807  1.5412
H  0.3437  -2.8412  1.8003
H  0.8467  4.0133  3.0038
H  -3.1135  -4.1941  -0.3261
H  3.3721  0.8664  4.5820
H  -0.1530  -7.0002  0.9461
H  3.2686  -3.6541  -7.5248
H  3.2580  -0.0045  -5.0126

Atomic forces in eV per Å
-0.5 0.6 -0.5
0.1 -0.2 0.3
0.0 -0.3 0.1
0.2 -0.1 0.1
0.0 0.0 -0.1
-0.1 -0.2 0.1
0.1 -0.2 0.1
0.4 0.5 -0.4
0.0 0.0 0.0
0.2 0.2 0.1
0.1 -0.1 0.0
0.0 0.1 0.0
0.0 0.0 0.0
0.0 0.0 0.0
0.0 0.0 0.0
0.0 0.0 -0.1
0.0 -0.1 0.0
0.0 0.0 0.0
0.0 0.0 -0.1
-0.1 0.0 0.0
-0.4 0.0 0.6
-0.1 0.0 0.0
0.0 0.0 0.0
0.1 -0.1 0.1
0.0 0.0 0.1
0.0 0.0 0.0
0.0 0.0 0.0
0.0 0.0 0.0
0.1 0.0 0.2
-0.1 0.0 0.0
0.0 0.0 0.0
-0.1 0.0 -0.1
0.1 0.0 0.0
0.0 0.0 0.0
0.0 -0.1 0.0
0.0 0.0 0.0
0.0 0.1 0.0
0.0 0.0 0.0
0.2 0.0 0.0
0.0 -0.2 -0.3
0.0 0.0 0.0
-0.2 0.0 0.2
0.2 0.0 -0.8
0.0 0.0 0.0
0.0 0.0 0.0
0.0 0.0 0.0
0.0 0.0 0.0
0.2 0.2 -0.1
0.0 0.0 0.0
0.1 0.0 0.1
0.0 0.0 0.0
0.0 0.0 0.0
-0.1 0.0 0.1
0.0 0.1 0.0
0.0 0.0 -0.1
0.0 0.0 0.0
-0.4 -0.1 1.1
0.0 0.1 0.1
0.0 0.0 -0.1
0.0 0.1 0.1
0.0 0.0 0.0
-0.3 0.1 0.3
0.0 0.0 0.0
-0.2 0.0 0.0
0.1 0.0 0.0
0.0 0.0 0.0
0.0 0.0 0.0
0.0 0.0 -0.1
0.0 0.0 0.0
0.0 0.0 0.0
0.0 0.0 0.0
0.0 0.0 0.0
0.0 0.0 0.0
0.0 0.0 0.0
0.0 0.0 0.0
0.5 -0.2 -0.6
0.0 0.0 0.0
0.0 0.0 0.0
0.0 0.0 0.0
0.0 0.0 0.0
0.0 0.0 0.0
0.0 0.0 0.0
0.0 0.0 0.0
0.0 0.0 0.0
0.0 0.0 0.0
0.0 0.0 0.0
0.1 0.1 -0.2
0.0 0.0 0.0
0.0 -0.2 0.1
0.0 0.0 0.0
0.0 0.0 0.0
0.0 -0.1 0.0
0.0 0.0 0.0
0.0 0.0 0.0
0.0 0.0 0.0
0.0 0.0 0.0
0.0 0.0 0.0
0.0 0.0 0.0
0.1 0.2 -0.4
0.0 0.0 0.0
0.0 0.0 0.0
0.0 0.0 0.0
0.0 0.0 0.0
0.0 0.0 0.0
-0.3 -0.3 0.1
0.0 0.0 0.0
0.0 0.0 0.0
0.0 0.0 0.0
0.0 0.0 0.0
0.0 0.0 0.0
0.0 0.0 0.0


No. 4
Density functional theory data (ωB97M-V/def2-TZVPD) for one molecule with the formula C2H4N2O3 at a distorted geometry.

Calculated values
ΔE to the lowest compared entry with this formula, charge and spin (kJ/mol): 369.4
Orbital gap (eV): 10.427
SMILES: NC(=O)O/C=N\O
E (eV): -11258.7380
LUMO (eV): 0.35

Cartesian coordinates (Å):
O  -0.0532  1.5413  -1.6020
O  0.0124  -0.0036  0.1137
O  0.6815  -2.1868  1.1837
N  -1.3708  1.7794  0.3291
N  0.8960  -2.0383  -0.2350
C  -0.3745  1.1694  -0.4721
C  0.6357  -0.8971  -0.6556
H  0.9327  -3.1800  1.1786
H  -1.0850  1.5284  1.4130
H  0.7909  -0.7053  -1.6602
H  -1.0658  2.9926  0.4067

Atomic forces in eV per Å
-0.4 -1.0 2.7
-0.3 1.4 0.5
0.7 -2.7 -1.7
3.6 4.1 4.2
0.8 -1.0 1.3
-0.6 1.1 -2.4
-0.6 -0.6 0.7
-0.7 2.4 0.7
-1.3 0.3 -3.4
0.2 0.6 -1.8
-1.4 -4.7 -0.9


No. 5
Density functional theory data (ωB97M-V/def2-TZVPD) for C3H6BrNO2S as an isolated structure at a distorted geometry.

Calculated values
ΔE to the lowest compared entry with this formula, charge and spin (kJ/mol): 197.9
2S+1: 3
Orbital gap (spin up / spin down) (eV): 6.849 / 7.642
E (eV): -89663.3592
LUMO (spin up / spin down) (eV): 0.33 / -2.87

Cartesian coordinates (Å):
Br  -2.6212  -1.5587  0.2231
S  -2.1647  1.4234  0.1962
O  -3.5370  1.2859  0.5312
O  -1.1947  2.2574  0.8807
N  -1.9881  1.9800  -1.3876
C  -0.0099  -0.3507  0.2641
C  -1.3691  -0.1647  0.0607
C  1.7123  -1.3871  0.2634
H  1.4672  -2.4089  0.1594
H  2.1644  -1.0215  -0.6450
H  -2.2153  1.2600  -2.0241
H  1.9454  -1.1648  1.3394
H  -1.0824  2.3775  -1.6656
H  0.2758  0.6695  0.1404

Atomic forces in eV per Å
0.5 0.0 0.0
3.4 0.5 -1.0
0.0 0.2 -0.2
-1.2 -0.2 0.3
-0.1 0.5 0.5
7.0 -0.8 0.8
-6.5 -1.4 -0.6
-4.3 1.9 1.1
-0.4 -1.1 -0.1
0.6 0.5 0.5
-0.7 -0.8 -0.9
0.5 0.2 -1.7
-0.5 -0.2 0.9
1.6 0.6 0.2


No. 6
Density functional theory data (ωB97M-V/def2-TZVPD) for C30H25Br2N2O2PZr as an isolated structure.

Calculated values
ΔE to the lowest compared entry with this formula, charge and spin (kJ/mol): 0.0
Orbital gap (eV): 6.560
E (eV): -189232.6430
Charge: +2
LUMO (eV): -7.01

Cartesian coordinates (Å):
Zr  -0.0815  -0.7481  -1.4894
Br  -4.1735  1.2390  0.5887
Br  -2.7315  5.8301  -2.3573
P  0.3301  -0.3910  1.1434
O  2.2051  -1.3165  -2.3916
O  -1.8215  0.0303  -1.0276
N  2.0645  -1.2133  -0.9751
N  -0.2616  1.1407  -2.7914
C  3.1628  -0.7308  1.0895
C  4.5558  -0.4505  3.0451
C  -0.5760  -2.6860  -2.3798
C  2.0036  -0.4653  1.8567
C  -0.7671  1.9432  2.0357
C  0.4609  1.6261  -3.8032
C  -3.2423  3.4209  -0.9988
C  -0.5930  3.7874  -3.6209
C  -2.1293  -3.5999  0.6440
C  -1.5301  2.7352  2.8780
C  -1.4200  3.2926  -2.5919
C  -2.2502  2.1498  3.9108
C  4.4244  -0.7126  1.6921
C  -0.7156  0.5637  2.2391
C  -1.4375  -0.0226  3.2785
C  1.4385  0.7365  -4.5045
C  -2.0635  1.3361  -1.2653
C  -1.2615  -4.6802  0.6849
C  -2.2071  0.7757  4.1097
C  3.4236  -0.1871  3.7959
C  2.1617  -0.1841  3.2042
C  0.5887  -3.2005  1.1001
C  -2.4475  4.0223  -1.9333
C  0.0957  -4.4798  0.9174
C  -1.6468  -2.3103  0.8205
C  3.1511  -1.0134  -0.3250
C  -0.2782  -2.1007  1.0566
C  0.3102  2.9579  -4.2256
C  -1.2310  1.9519  -2.2228
C  -3.0570  2.0629  -0.6665
H  -1.5674  3.8056  2.7263
H  1.6423  -3.0606  1.3085
H  4.0950  -1.0680  -0.8633
H  1.5695  1.0651  -5.5332
H  2.1649  -2.2666  -2.6039
H  5.3039  -0.9081  1.0912
H  -0.7013  4.8139  -3.9451
H  0.7667  -5.3267  0.9718
H  1.0919  -0.2961  -4.5224
H  -1.6413  -5.6842  0.5503
H  -2.3335  -1.4730  0.8045
H  1.2961  0.0486  3.8105
H  -1.4018  -1.0936  3.4373
H  2.4166  0.7727  -4.0222
H  -3.1874  -3.7544  0.4810
H  -0.2098  2.4007  1.2250
H  -1.6552  -2.8509  -2.3141
H  -0.3262  -2.6312  -3.4503
H  3.5128  0.0265  4.8527
H  0.9184  3.3115  -5.0458
H  -2.7700  0.3258  4.9162
H  -4.0317  3.9767  -0.5127
H  5.5340  -0.4440  3.5050
H  -2.8506  2.7686  4.5642
H  -0.0891  -3.5679  -1.9525

Atomic forces in eV per Å
0.0 -0.1 0.1
0.0 0.0 0.0
0.0 0.0 0.0
0.0 0.0 0.0
0.1 0.0 -0.1
0.0 0.1 0.0
0.0 0.0 -0.1
0.0 0.0 0.0
0.1 0.0 0.0
0.0 0.0 0.0
0.0 0.0 0.0
0.0 0.0 0.0
0.0 0.0 0.0
0.0 0.0 0.0
0.0 0.0 0.0
0.0 0.0 0.0
0.0 0.0 0.0
0.0 0.0 0.0
0.0 0.0 0.0
0.0 0.0 0.0
0.0 0.0 0.0
0.0 0.0 0.0
0.0 0.0 0.0
0.0 0.0 0.0
0.0 0.0 0.0
0.0 0.0 0.0
0.0 0.0 0.0
0.0 0.0 0.0
0.0 0.0 0.0
0.0 0.0 0.0
0.0 0.0 0.0
0.0 0.0 0.0
0.0 0.0 0.0
-0.1 0.0 0.0
0.0 0.0 0.0
0.0 0.0 0.0
0.0 0.0 0.0
0.0 0.0 0.0
0.0 0.0 0.0
0.0 0.0 0.0
0.0 0.0 0.0
0.0 0.0 0.0
0.0 0.0 0.0
0.0 0.0 0.0
0.0 0.0 0.0
0.0 0.0 0.0
0.0 0.0 0.0
0.0 0.0 0.0
0.0 0.0 0.0
0.0 0.0 0.0
0.0 0.0 0.0
0.0 0.0 0.0
0.0 0.0 0.0
0.0 0.0 0.0
0.0 0.0 0.0
0.0 0.0 0.0
0.0 0.0 0.0
0.0 0.0 0.0
0.0 0.0 0.0
0.0 0.0 0.0
0.0 0.0 0.0
0.0 0.0 0.0
0.0 0.0 0.0